No. 1
This record from the Open Molecules 2025 dataset describes 5 unconnected molecules or ions with the total composition C42H91N5O6. The level of theory is wB97M-V/def2-TZVPD.

```
144
Properties=species:S:1:pos:R:3
C -10.95220 11.57845 -5.79774
C -10.34499 12.97970 -5.68213
C -11.17407 14.03550 -6.42559
C -10.21108 13.42672 -4.22485
C -9.06076 12.79542 -3.42436
C -7.73842 12.90342 -4.16996
C -7.83247 12.39694 -5.60637
C -6.58372 12.82368 -6.36202
C -7.91753 10.86085 -5.66599
N -8.97230 13.06272 -6.25529
O -9.01207 12.70286 -7.63098
H -12.04207 11.66708 -5.82003
H -10.68366 11.11704 -6.74803
H -10.63741 10.92317 -4.98908
H -12.05189 14.28910 -5.83407
H -10.53255 14.89429 -6.62209
H -11.49234 13.66274 -7.40221
H -10.31228 14.50449 -4.09453
H -11.07309 12.99765 -3.69010
H -9.02228 13.26438 -2.43884
H -9.33277 11.75628 -3.21560
H -6.97946 12.29149 -3.67276
H -7.42285 13.94966 -4.17472
H -5.68702 12.44924 -5.86070
H -6.48166 13.91392 -6.32814
H -6.58948 12.50064 -7.39780
H -8.37866 10.45658 -4.76285
H -6.91866 10.42302 -5.71464
H -8.46440 10.53679 -6.54724
H -9.09564 13.54818 -8.08136
C -14.66498 21.54818 3.90675
C -14.91388 20.58677 5.05588
C -15.00133 19.16420 4.45227
C -13.77150 20.66241 6.05355
C -14.13879 20.18228 7.47180
C -15.40650 20.83985 7.99720
C -16.60209 20.65277 7.06705
C -17.12157 19.20822 7.16524
C -17.70145 21.62232 7.46333
N -16.16366 20.95593 5.70866
O -17.23527 21.10963 4.79461
H -13.73642 21.32078 3.37637
H -15.41616 21.45724 3.12180
H -14.59829 22.58072 4.25619
H -14.27826 19.03411 3.64114
H -14.72064 18.38332 5.17020
H -16.00462 18.92806 4.09784
H -13.06021 19.87501 5.77404
H -13.20828 21.59421 6.02831
H -14.20810 19.09258 7.44968
H -13.33534 20.44156 8.16530
H -15.19501 21.91553 8.04849
H -15.70176 20.49733 8.98993
H -16.41722 18.42020 6.91566
H -17.99226 19.11257 6.50297
H -17.57115 19.01463 8.14725
H -17.97950 21.44828 8.50535
H -18.62154 21.47066 6.89647
H -17.37279 22.65242 7.31667
H -17.42031 22.05002 4.88335
C -18.71465 18.27307 2.67677
C -19.05834 19.37430 1.64456
C -19.94175 20.43652 2.27208
C -17.72753 20.04029 1.24859
C -16.93821 19.29074 0.19747
C -17.81402 18.87348 -0.98544
C -19.07107 18.08930 -0.56814
C -19.93567 18.00107 -1.81670
C -18.64900 16.67610 -0.13772
N -19.73864 18.91590 0.42515
O -20.99451 18.34035 0.75425
H -17.75491 17.80915 2.45049
H -18.68619 18.67701 3.68735
H -19.46204 17.47114 2.68350
H -20.98231 20.11533 2.31209
H -19.64272 20.70543 3.28769
H -19.91561 21.36418 1.69686
H -17.90780 21.07009 0.91616
H -17.14411 20.20528 2.16075
H -16.02139 19.78906 -0.11344
H -16.60776 18.32136 0.60396
H -17.20384 18.27910 -1.67379
H -18.03861 19.76827 -1.57958
H -20.47380 18.93015 -2.00102
H -20.77015 17.30532 -1.63189
H -19.42866 17.59805 -2.68996
H -18.00237 16.62191 0.73318
H -18.28390 16.09111 -0.98050
H -19.56061 16.12458 0.14910
H -20.79459 17.54247 1.26680
C -9.18365 24.95147 -0.52807
C -8.99228 26.19063 -1.41311
C -9.81850 27.31370 -0.78135
C -7.49993 26.55302 -1.32308
C -7.04721 27.55647 -2.38091
C -7.52085 27.17547 -3.79303
C -8.99025 26.78070 -3.90286
C -9.83218 28.06884 -3.97943
C -9.15412 25.97897 -5.19360
N -9.34186 25.90278 -2.79462
O -10.72663 25.57021 -2.88742
H -10.21354 24.60434 -0.63373
H -8.56308 24.10559 -0.83357
H -8.99211 25.21650 0.50937
H -10.83676 27.01338 -0.54380
H -9.32049 27.71185 0.10579
H -9.86497 28.18487 -1.43816
H -7.34409 27.08384 -0.37913
H -6.85675 25.67320 -1.29616
H -7.30036 28.58754 -2.12256
H -5.95398 27.57208 -2.44652
H -6.83875 26.42478 -4.20160
H -7.33415 28.05542 -4.41787
H -9.43209 28.98342 -3.54350
H -10.84338 27.91561 -3.59358
H -10.00974 28.29806 -5.03639
H -10.14968 25.53026 -5.20138
H -8.44580 25.15320 -5.16605
H -9.08285 26.63344 -6.05757
H -10.72797 24.62741 -2.69765
C -12.44729 24.25489 1.17619
O -13.00416 22.95458 1.20147
C -12.30592 22.02717 0.41914
C -13.15496 20.78914 0.24173
N -12.38502 19.63872 -0.18118
C -11.57987 19.00736 0.85024
C -10.70422 17.95560 0.22188
O -11.52919 16.92078 -0.28823
C -10.85122 15.70038 -0.42668
H -11.35520 24.21946 1.19947
H -12.82025 24.76194 2.06343
H -12.75954 24.79161 0.27318
H -11.38136 21.75024 0.95802
H -11.90166 22.37716 -0.54312
H -13.98876 20.99761 -0.43016
H -13.62185 20.50862 1.20380
H -12.87326 18.96098 -0.74397
H -12.22888 18.58858 1.63264
H -10.92033 19.77817 1.25120
H -9.98963 17.58933 0.96903
H -10.16367 18.40391 -0.61847
H -9.93667 15.73132 -1.02255
H -11.56022 15.02027 -0.91156
H -10.71439 15.20818 0.54566
```

Values from the calculation:
Total charge: 0
SMILES string: CC1(C)CCCC(C)(C)N1O.CC1(C)CCCC(C)(C)N1O.CC1(C)CCCC(C)(C)N1O.CC1(C)CCCC(C)(C)N1O.COCCNCCOC
E_tot, hartree: -2379.853389
2S+1: 1

Atom charges from the Löwdin analysis, given in e for atoms 1 to 99: number 1, C, carries -0.027; number 2, C, carries -0.511; number 3, C, carries -0.037; number 4, C, carries -0.140; number 5, C, carries -0.176; number 6, C, carries -0.136; number 7, C, carries -0.530; number 8, C, carries -0.048; number 9, C, carries -0.023; number 10, N, carries -0.103; number 11, O, carries -0.033; number 12, H, carries 0.086; number 13, H, carries 0.078; number 14, H, carries 0.072; number 15, H, carries 0.087; number 16, H, carries 0.087; number 17, H, carries 0.081; number 18, H, carries 0.115; number 19, H, carries 0.119; number 20, H, carries 0.103; number 21, H, carries 0.101; number 22, H, carries 0.125; number 23, H, carries 0.122; number 24, H, carries 0.086; number 25, H, carries 0.086; number 26, H, carries 0.080; number 27, H, carries 0.072; number 28, H, carries 0.082; number 29, H, carries 0.077; number 30, H, carries 0.102; number 31, C, carries -0.039; number 32, C, carries -0.512; number 33, C, carries -0.017; number 34, C, carries -0.125; number 35, C, carries -0.171; number 36, C, carries -0.141; number 37, C, carries -0.536; number 38, C, carries -0.024; number 39, C, carries -0.039; number 40, N, carries -0.108; number 41, O, carries -0.027; number 42, H, carries 0.072; number 43, H, carries 0.072; number 44, H, carries 0.094; number 45, H, carries 0.072; number 46, H, carries 0.075; number 47, H, carries 0.068; number 48, H, carries 0.116; number 49, H, carries 0.119; number 50, H, carries 0.103; number 51, H, carries 0.111; number 52, H, carries 0.124; number 53, H, carries 0.122; number 54, H, carries 0.071; number 55, H, carries 0.079; number 56, H, carries 0.084; number 57, H, carries 0.090; number 58, H, carries 0.081; number 59, H, carries 0.091; number 60, H, carries 0.104; number 61, C, carries -0.016; number 62, C, carries -0.495; number 63, C, carries -0.030; number 64, C, carries -0.135; number 65, C, carries -0.170; number 66, C, carries -0.142; number 67, C, carries -0.531; number 68, C, carries -0.043; number 69, C, carries -0.024; number 70, N, carries -0.083; number 71, O, carries -0.025; number 72, H, carries 0.066; number 73, H, carries 0.074; number 74, H, carries 0.077; number 75, H, carries 0.081; number 76, H, carries 0.075; number 77, H, carries 0.085; number 78, H, carries 0.121; number 79, H, carries 0.096; number 80, H, carries 0.094; number 81, H, carries 0.103; number 82, H, carries 0.119; number 83, H, carries 0.123; number 84, H, carries 0.092; number 85, H, carries 0.081; number 86, H, carries 0.086; number 87, H, carries 0.062; number 88, H, carries 0.090; number 89, H, carries 0.084; number 90, H, carries 0.076; number 91, C, carries -0.038; number 92, C, carries -0.519; number 93, C, carries -0.024; number 94, C, carries -0.135; number 95, C, carries -0.173; number 96, C, carries -0.141; number 97, C, carries -0.525; number 98, C, carries -0.035; number 99, C, carries -0.034

***

No. 2
This record from the Open Molecules 2025 dataset describes a single C4H7NO2 molecule. The level of theory is wB97M-V/def2-TZVPD.

```
14
Properties=species:S:1:pos:R:3
C 1.66921 0.09804 -0.47713
C 0.45731 0.04437 0.55139
C -0.44369 -1.26546 0.38673
C -1.59091 -0.39554 -0.07361
O -2.79313 -0.58622 -0.35885
N -0.75418 0.71892 -0.01373
O -1.33170 2.01693 0.25632
H 2.01227 1.18575 -0.51346
H 1.43334 -0.28921 -1.49048
H 2.53688 -0.45433 -0.12980
H 0.68172 0.40397 1.59134
H -0.11759 -2.06711 -0.30005
H -0.65231 -1.88390 1.20938
H -1.10722 2.47379 -0.63804
```

Values from the calculation:
Total charge: 0
SMILES string: C[C@@H]1CC(=O)N1O
E_tot, hartree: -361.756909
2S+1: 1

Formally, the natural (NBO) partial charges of the atoms, in units of the elementary charge, are as follows: number 1, C, carries -0.626; number 2, C, carries -0.041; number 3, C, carries -0.514; number 4, C, carries 0.658; number 5, O, carries -0.577; number 6, N, carries -0.194; number 7, O, carries -0.530; number 8, H, carries 0.214; number 9, H, carries 0.223; number 10, H, carries 0.218; number 11, H, carries 0.216; number 12, H, carries 0.231; number 13, H, carries 0.244; number 14, H, carries 0.477